(a)
C6H12O2 | ωB97M-V/def2-TZVPD

```
20
Properties=species:S:1:pos:R:3
C 3.458 -1.743 2.456
C 2.978 -1.742 0.989
C 1.567 -1.212 0.726
O 3.679 -2.270 0.098
H 2.526 -1.556 3.015
H 4.177 -0.942 2.694
H 3.880 -2.706 2.789
H 1.592 -0.499 -0.115
H 1.152 -0.698 1.610
H 0.899 -2.048 0.459
C -3.360 1.245 -2.459
C -3.000 1.304 -0.989
C -1.612 1.919 -0.706
O -3.814 1.112 -0.111
H -3.891 2.139 -2.828
H -4.003 0.363 -2.619
H -2.435 1.117 -3.048
H -1.358 2.592 -1.543
H -0.848 1.125 -0.649
H -1.588 2.498 0.232
```

Properties
* HOMO: -9.7519 eV
* structure (SMILES): CC(C)=O.CC(C)=O
* gap between HOMO and LUMO: 10.39 eV

***

(b)
C6H12O2 | ωB97M-V/def2-TZVPD

```
20
Properties=species:S:1:pos:R:3
C -0.400 -0.621 -0.259
C -1.182 -1.447 0.737
C -1.134 -0.424 -1.562
C 1.376 1.168 -0.827
C 0.496 0.443 0.160
C 0.334 0.976 1.412
O 1.242 -1.459 -0.481
O 0.972 2.125 1.766
H 1.466 -1.765 0.410
H 0.542 2.503 2.547
H -0.395 0.633 2.133
H -0.636 -1.626 1.665
H -2.148 -0.992 0.978
H -1.375 -2.432 0.296
H -2.218 -0.486 -1.431
H -0.946 0.539 -2.044
H -0.823 -1.197 -2.273
H 1.427 0.654 -1.786
H 1.012 2.185 -1.008
H 2.391 1.224 -0.431
```

Properties
* HOMO: -7.6563 eV
* gap between HOMO and LUMO: 8.27 eV

***

Energy ordering: (a) at the bottom, the next structure 1.892 eV above.

***

(a)
C6H14O | ωB97M-V/def2-TZVPD

```
21
Properties=species:S:1:pos:R:3
C -0.970 2.026 -0.953
C -1.058 0.716 -1.154
C -1.194 -0.310 -0.056
C 0.001 -1.259 0.069
O -0.287 -2.189 1.091
C 0.777 -3.079 1.328
H -0.954 2.465 0.047
H -0.752 2.724 -1.761
H -0.964 0.345 -2.176
H -2.084 -0.922 -0.244
H -1.334 0.187 0.911
H 0.176 -1.782 -0.888
H 0.920 -0.699 0.314
H 1.021 -3.668 0.430
H 0.467 -3.763 2.124
H 1.688 -2.552 1.654
C 1.797 2.195 -0.673
H 1.737 3.292 -0.779
H 2.524 1.817 -1.384
H 2.086 1.978 0.357
H 0.877 1.657 -0.892
```

Properties
* HOMO: -9.3013 eV
* structure (SMILES): C=CCCOC.C
* gap between HOMO and LUMO: 10.35 eV

***

(b)
C6H14O | ωB97M-V/def2-TZVPD

```
21
Properties=species:S:1:pos:R:3
C -1.397 -1.263 -0.746
C -1.121 -0.548 0.546
C -2.214 0.899 0.519
C 0.316 -0.050 0.770
C 1.322 0.072 -0.369
C 2.600 0.764 0.106
O 1.651 -1.195 -0.957
H -2.476 -1.389 -0.826
H -0.888 -2.229 -0.801
H -1.044 -0.665 -1.594
H -1.458 -1.059 1.446
H -3.197 0.491 0.744
H -2.257 1.399 -0.472
H -2.051 1.731 1.254
H 0.762 -0.238 1.758
H -0.432 0.788 0.792
H 0.856 0.701 -1.141
H 3.100 0.156 0.869
H 2.381 1.749 0.531
H 3.305 0.905 -0.725
H 2.243 -1.018 -1.705
```

Properties
* HOMO: -9.0108 eV
* structure (SMILES): CC(C)C[C@@H](C)O
* gap between HOMO and LUMO: 9.97 eV

***

(c)
C6H14O | ωB97M-V/def2-TZVPD

```
21
Properties=species:S:1:pos:R:3
C -2.178 -0.230 -1.248
C -1.058 -0.397 -0.225
C -1.556 -0.176 1.199
C 0.138 0.528 -0.442
C 1.442 -0.223 -0.099
C 2.578 0.789 0.061
O 1.232 -1.171 1.240
H -3.032 -0.858 -0.970
H -1.859 -0.528 -2.254
H -2.530 0.809 -1.298
H -0.669 -1.420 -0.311
H -2.285 -0.938 1.484
H -2.032 0.812 1.257
H -0.723 -0.214 1.907
H 0.050 1.435 0.177
H 0.168 0.913 -1.484
H 1.641 -0.915 -0.935
H 2.438 1.283 1.024
H 2.559 1.593 -0.698
H 3.570 0.332 0.009
H 2.106 -1.424 1.606
```

Properties
* HOMO: -10.3182 eV
* structure (SMILES): CC(C)C[C@@H](C)O
* gap between HOMO and LUMO: 11.27 eV

***

(d)
C6H14O | ωB97M-V/def2-TZVPD

```
21
Properties=species:S:1:pos:R:3
C 2.094 1.292 0.841
C 2.038 0.327 -0.417
C 1.433 -1.053 0.017
C -0.085 -0.865 0.287
C -2.670 -0.967 -0.506
C -1.176 -0.947 -0.669
H 2.339 2.338 0.574
H 1.210 1.197 1.451
H 2.876 1.063 1.507
H 3.004 0.132 -0.879
H 1.273 0.658 -1.183
H 1.725 -1.865 -0.752
H 2.075 -1.416 0.889
H -0.387 -0.647 1.283
H -0.499 0.172 -0.436
H -3.118 -1.379 0.315
H -3.082 -1.258 -1.448
H -0.914 -1.193 -1.755
H -3.236 2.005 0.364
H -2.488 0.716 0.089
O -2.412 1.691 0.428
```

Properties
* HOMO: -7.7153 eV
* gap between HOMO and LUMO: 8.48 eV

***

Energy ordering: (c) at the bottom, the next structure 1.245 eV above.

***

(a)
C6H14O | ωB97M-V/def2-TZVPD

```
21
Properties=species:S:1:pos:R:3
C 1.476 1.965 0.337
C 0.685 0.667 0.598
C 1.527 -0.426 1.297
C 0.148 0.025 -0.701
C -1.312 -0.193 -0.605
C -1.834 -1.246 -1.518
O -1.724 -1.213 1.510
H 1.940 2.344 1.257
H 0.813 2.772 -0.016
H 2.249 1.815 -0.424
H -0.125 1.009 1.261
H 1.849 -0.018 2.249
H 2.397 -0.561 0.643
H 1.110 -1.430 1.549
H 0.625 -0.939 -0.909
H 0.331 0.578 -1.655
H -1.829 0.779 -0.615
H -1.384 -2.205 -1.257
H -1.520 -1.019 -2.552
H -2.919 -1.305 -1.510
H -2.580 -1.366 1.052
```

Properties
* HOMO (spin up / spin down): -9.9270 / -9.0491 eV
* gap between HOMO and LUMO (spin up / spin down): 9.75 / 8.53 eV

***

(b)
C6H14O | ωB97M-V/def2-TZVPD

```
21
Properties=species:S:1:pos:R:3
C -1.564 1.589 0.953
C -0.692 0.403 0.535
C -0.318 -0.414 1.799
C 0.582 0.807 -0.211
C 1.485 -0.327 -0.679
C 0.739 -1.377 -1.494
O 0.033 -0.772 -2.568
H -1.048 2.054 1.790
H -1.662 2.320 0.146
H -2.578 1.244 1.143
H -1.247 -0.292 -0.090
H 0.059 -1.355 1.509
H 0.520 0.081 2.300
H -1.164 -0.518 2.476
H 0.225 1.392 -1.046
H 1.192 1.471 0.413
H 1.886 -0.882 0.162
H 2.298 0.040 -1.306
H 0.021 -1.880 -0.845
H 1.469 -2.111 -1.814
H -0.235 -1.474 -3.173
```

Properties
* HOMO: -10.2825 eV
* structure (SMILES): CC(C)CCCO
* gap between HOMO and LUMO: 11.22 eV

***

Energy ordering: (b) at the bottom, the next structure 3.337 eV above.

***

(a)
C6H14O | ωB97M-V/def2-TZVPD

```
21
Properties=species:S:1:pos:R:3
C -2.496 -0.026 -1.256
C -1.088 -0.306 -0.805
C -0.582 -0.303 0.640
C 0.878 -0.031 -0.061
C 2.172 0.727 0.319
C 0.024 0.688 -1.101
H -3.216 -0.741 -0.845
H -2.512 -0.129 -2.348
H -2.809 0.991 -1.004
H -0.783 -1.287 -1.193
H -0.876 -1.206 1.196
H -0.963 0.571 1.192
H 1.202 -0.996 -0.476
H 2.064 1.497 1.087
H 2.518 1.251 -0.589
H 3.012 0.073 0.592
H -0.248 1.658 -0.654
H 0.389 0.842 -2.117
O 1.136 -1.425 2.697
H 0.341 -0.970 2.398
H 1.838 -0.878 2.326
```

Properties
* HOMO: -10.9117 eV
* structure (SMILES): C[C@H]1C[C@@H](C)C1.O
* gap between HOMO and LUMO: 11.88 eV

***

(b)
C6H14O | ωB97M-V/def2-TZVPD

```
21
Properties=species:S:1:pos:R:3
C 1.493 0.759 -2.586
C 0.467 1.053 -1.496
C -0.259 -0.205 -1.016
C -1.290 0.089 0.060
C -1.647 -0.895 1.012
O -0.756 -0.034 2.427
C 0.456 -0.636 2.824
H 1.981 1.673 -2.941
H 1.020 0.274 -3.448
H 2.275 0.085 -2.216
H 0.954 1.537 -0.639
H -0.277 1.772 -1.868
H -0.721 -0.692 -1.891
H 0.483 -0.920 -0.630
H -2.076 0.791 -0.230
H -0.722 0.502 1.306
H -2.627 -0.896 1.480
H -1.120 -1.850 1.036
H 0.247 -1.496 3.473
H 1.073 0.077 3.386
H 1.044 -0.988 1.957
```

Properties
* HOMO: -8.1767 eV
* gap between HOMO and LUMO: 9.20 eV

***

Energy ordering: (a) at the bottom, the next structure 2.161 eV above.

***

(a)
C6H14O | ωB97M-V/def2-TZVPD

```
21
Properties=species:S:1:pos:R:3
C -2.534 -1.355 0.524
O -1.601 -0.327 0.301
C -0.337 -0.795 -0.110
C 0.654 0.368 -0.133
C 1.971 -0.134 -0.733
C 0.095 1.504 -0.996
C 0.886 0.866 1.296
H -2.308 -2.246 -0.080
H -3.526 -0.987 0.238
H -2.558 -1.649 1.584
H -0.417 -1.236 -1.119
H 0.031 -1.586 0.569
H 2.393 -0.962 -0.148
H 2.710 0.675 -0.753
H 1.830 -0.484 -1.763
H -0.850 1.876 -0.590
H -0.086 1.166 -2.023
H 0.808 2.337 -1.037
H -0.055 1.194 1.748
H 1.589 1.708 1.300
H 1.306 0.070 1.925
```

Properties
* HOMO: -9.7378 eV
* structure (SMILES): COCC(C)(C)C
* gap between HOMO and LUMO: 10.66 eV

***

(b)
C6H14O | ωB97M-V/def2-TZVPD

```
21
Properties=species:S:1:pos:R:3
C 0.496 1.808 1.565
C -0.732 0.997 1.470
C -1.109 0.188 0.462
C -2.408 -0.686 0.670
C -0.357 -0.039 -0.804
C 0.117 -1.473 -0.732
H 1.357 1.524 0.937
H 0.783 1.701 2.625
H 0.253 2.866 1.372
H -1.397 1.114 2.335
H -2.986 -0.372 1.556
H -2.199 -1.766 0.751
H -3.022 -0.513 -0.230
H 0.447 0.696 -1.002
H -1.050 -0.020 -1.667
H -0.740 -2.156 -0.854
H 0.579 -1.660 0.251
H 0.858 -1.695 -1.518
O 3.870 -0.417 -2.126
H 3.167 0.256 -1.976
H 4.074 -0.353 -3.086
```

Properties
* HOMO: -8.7194 eV
* structure (SMILES): C/C=C(/C)CC.O
* gap between HOMO and LUMO: 9.44 eV

***

Energy ordering: (a) at the bottom, the next structure 0.534 eV above.

***

(a)
C6H14O | ωB97M-V/def2-TZVPD

```
21
Properties=species:S:1:pos:R:3
C -0.810 -3.470 -1.383
C -0.897 -1.933 -1.268
C -0.398 -0.997 -0.437
C -0.159 0.461 -0.691
C 1.170 1.001 -0.018
C 1.224 0.625 1.448
H 0.204 -3.701 -1.783
H -0.909 -3.911 -0.380
H -1.607 -3.719 -2.164
H -1.361 -1.416 -2.148
H 0.060 -1.450 0.480
H -1.146 0.969 -0.150
H -0.333 0.626 -1.764
H 1.348 2.126 -0.170
H 1.962 0.515 -0.560
H 1.431 -0.451 1.454
H 2.038 1.093 2.029
H 0.312 0.745 2.064
O -0.353 4.319 1.611
H -0.729 3.669 2.256
H -1.049 4.900 1.574
```

Properties
* HOMO: -8.7703 eV
* structure (SMILES): C/C=C/CCC.O
* gap between HOMO and LUMO: 9.58 eV

***

(b)
C6H14O | ωB97M-V/def2-TZVPD

```
21
Properties=species:S:1:pos:R:3
C 1.765 0.565 2.031
C 0.538 0.401 1.113
C -0.025 -1.019 0.854
C 0.665 0.785 -0.352
C -0.711 0.304 -0.821
C -0.861 0.063 -2.273
O -2.311 -1.130 -0.412
H 1.565 0.145 3.026
H 1.999 1.629 2.189
H 2.685 0.092 1.661
H -0.233 1.070 1.525
H -0.440 -1.520 1.729
H 0.742 -1.597 0.320
H -1.101 -1.298 0.256
H 1.547 0.299 -0.804
H 0.754 1.858 -0.609
H -1.486 0.856 -0.305
H -0.423 -0.889 -2.598
H -0.263 0.865 -2.726
H -1.908 0.122 -2.569
H -2.500 -1.604 -1.234
```

Properties
* HOMO (spin up / spin down): -8.2864 / -8.2859 eV
* gap between HOMO and LUMO (spin up / spin down): 8.26 / 8.26 eV

***

(c)
C6H14O | ωB97M-V/def2-TZVPD

```
21
Properties=species:S:1:pos:R:3
C 2.401 1.869 1.682
C 1.049 1.772 0.981
C 0.849 0.435 0.271
C -0.519 0.320 -0.411
C -0.679 -0.961 -1.157
O -1.802 -1.601 -1.031
C -2.032 -2.796 -1.545
H 2.522 2.829 2.195
H 3.223 1.761 0.964
H 2.512 1.073 2.427
H 0.244 1.917 1.713
H 0.952 2.587 0.252
H 1.641 0.296 -0.479
H 0.957 -0.389 0.988
H -0.651 1.177 -1.090
H -1.320 0.382 0.335
H -0.067 -1.202 -2.023
H 0.122 -2.719 -0.436
H -1.552 -3.042 -2.489
H -3.023 -3.163 -1.322
H -0.400 -3.296 -0.608
```

Properties
* HOMO (spin up / spin down): -7.3150 / -7.3163 eV
* gap between HOMO and LUMO (spin up / spin down): 8.23 / 8.24 eV

***

Energy ordering: (a) at the bottom, the next structure 2.346 eV above.